C6H12O as an isolated structure. Source: the OMol25 dataset; level of theory: ωB97M-V with the def2-TZVPD basis set.

The geometry in XYZ format:
```
19
Properties=species:S:1:pos:R:3:forces:R:3
O -0.7413 -2.0132 -0.9499 -0.111 -0.218 0.005
C -0.4154 1.5381 0.1823 0.059 0.011 -0.049
C -1.8766 1.8932 -0.0965 -0.073 0.010 -0.007
C -0.1819 -0.8773 -0.9270 0.231 0.628 -0.014
C 1.1985 -0.7159 -0.1652 0.232 -0.181 -0.146
C -0.2806 0.0393 0.3466 -0.269 0.030 0.015
C 1.7003 -2.0093 0.4260 0.002 -0.057 0.007
H 0.2053 1.8551 -0.6660 -0.071 -0.067 0.118
H 0.9328 -2.7635 0.2050 0.134 0.073 0.082
H -1.9871 2.9714 -0.2454 0.014 -0.154 0.023
H -0.0543 2.0828 1.0644 -0.044 -0.090 -0.109
H 1.8923 0.0394 -0.5306 -0.155 -0.108 0.073
H -0.8458 -0.4816 1.1191 0.093 0.063 -0.099
H -2.2377 1.3804 -0.9934 0.063 0.061 0.130
H 0.8396 -0.0783 0.9029 -0.006 0.025 0.040
H -2.5207 1.5995 0.7392 0.100 0.039 -0.112
H 1.9171 -1.9789 1.4982 -0.051 0.022 -0.158
H 2.6252 -2.2739 -0.0957 -0.121 0.058 0.053
H -0.1697 -0.2075 -1.8140 -0.029 -0.146 0.148
```
Positions in Å, forces in eV/Å.

Results
- relative energy (zero: lowest compared OMol25 entry of this formula, charge and spin) (eV) = 4.1446
- multiplicity = 1
- E_HOMO (eV) = -7.68
- orbital gap (eV) = 8.3939
- electronic energy (hartree) = -310.9070

The Löwdin scheme yields these atomic charges, measured in e:
1 O -0.15
2 C -0.23
3 C -0.09
4 C -0.52
5 C -0.16
6 C -0.15
7 C -0.05
8 H 0.12
9 H 0.08
10 H 0.08
11 H 0.11
12 H 0.14
13 H 0.17
14 H 0.08
15 H 0.16
16 H 0.08
17 H 0.08
18 H 0.09
19 H 0.14


One molecule with the formula C3H4O2. Source: the OMol25 dataset; level of theory: ωB97M-V with the def2-TZVPD basis set.

The geometry in XYZ format:
```
9
Properties=species:S:1:pos:R:3:forces:R:3
O 1.3105 -0.2897 -0.2111 -4.393 1.038 1.326
O -1.1550 -0.3944 -0.1295 -1.052 -0.741 -2.010
C 0.6482 0.9389 -0.0026 0.232 2.964 -0.584
C -0.7156 0.8814 -0.2071 0.186 3.102 2.254
C -0.0499 -1.1125 0.0246 5.816 -5.258 -1.460
H -1.6448 1.5849 -0.0182 2.719 -0.984 -0.639
H 0.0072 -1.4575 1.0594 0.216 -0.132 -0.004
H 0.3251 -2.0917 -0.7585 -2.179 2.803 2.099
H 1.2744 1.9406 0.2430 -1.546 -2.791 -0.981
```
Positions in Å, forces in eV/Å.

Results
- relative energy (zero: lowest compared OMol25 entry of this formula, charge and spin) (eV) = 3.8094
- multiplicity = 1
- E_HOMO (eV) = -8.22
- orbital gap (eV) = 9.1806
- electronic energy (hartree) = -267.0528

The Löwdin scheme yields these atomic charges, measured in e:
1 O -0.11
2 O -0.06
3 C -0.16
4 C -0.14
5 C -0.18
6 H 0.16
7 H 0.12
8 H 0.20
9 H 0.16